The following is a DFT calculation (ωB97M-V/def2-TZVPD) of a 9-piece molecular cluster, H18O9 overall at a distorted geometry.

Each atom is followed by the atoms it is bonded to, with distances in Å.
Atoms and positions in Å:
1 O 1.942 -2.141 2.528  H3 0.943, H23 0.955
2 H -1.439 2.449 -0.206  O20 0.936
3 H 1.384 -2.541 1.881  O1 0.943
4 H 1.301 -1.522 -3.008  O18 0.946
5 H -2.679 0.602 -2.510  O19 0.939
6 H 1.686 0.805 1.775  O24 0.973
7 H 0.275 -2.256 -0.540  O16 0.941
8 O -0.566 -0.232 0.272  H9 0.971, H25 0.943
9 H -0.829 0.598 -0.157  O8 0.971
10 H -0.294 2.791 -1.114  O20 0.957
11 H 0.380 1.066 2.352  O24 0.946
12 H -4.142 0.453 -2.902  O19 0.987
13 H -2.035 2.553 2.157  O21 0.969
14 H 1.967 -1.411 0.009  O15 0.935
15 O 2.283 -0.554 -0.190  H14 0.935, H26 0.972
16 O 0.906 -2.931 -0.360  H7 0.941, H22 0.950
17 H -0.634 2.957 2.205  O21 0.943
18 O 0.950 -0.794 -2.516  H4 0.946, H27 0.955
19 O -3.474 1.098 -2.570  H5 0.939, H12 0.987
20 O -0.995 2.155 -0.976  H2 0.936, H10 0.957
21 O -1.149 2.167 2.230  H13 0.969, H17 0.943
22 H 1.307 -3.167 -1.187  O16 0.950
23 H 1.585 -1.256 2.579  O1 0.955
24 O 1.115 0.489 2.497  H6 0.973, H11 0.946
25 H -0.640 -0.049 1.194  O8 0.943
26 H 1.782 -0.377 -1.003  O15 0.972
27 H 0.011 -0.950 -2.441  O18 0.955

As for the energy: -18719.4379 eV. As for the HOMO energy: -0.363 hartree. Its lowest unoccupied orbital energy is -0.356 eV. Its SMILES is O.O.O.O.O.O.O.O.O. The spin multiplicity is 1. The value obtained for the orbital gap is 9.509 eV. For the relative energy (zero: lowest compared OMol25 entry of this formula, charge and spin), the calculation gives 2.698 eV.